(w)
Entry from the OMol25 dataset: a structure of composition CH4IOPS (ωB97M-V with the def2-TZVPD basis set).

## Properties
HOMO level = -9.912 eV
E_LUMO = -0.93 eV

Geometry as ORCA input:
```
! RIJCOSX wB97M-V def2-TZVPD def2/J DEFGRID3
* xyz 0 1
S -2.103 0.328 -1.431
H -0.667 -2.199 -0.474
H 1.556 0.359 -1.021
O -0.310 -2.023 0.406
P -0.810 0.068 -0.046
C 0.926 0.664 -0.157
H 1.587 0.444 0.742
H 1.106 1.687 -0.285
I -1.284 0.672 2.267
*
```

(x)
Entry from the OMol25 dataset: a cluster of 2 separate species, CH4IOPS in total (ωB97M-V with the def2-TZVPD basis set).

## Properties
HOMO level = -8.935 eV
E_LUMO = -0.48 eV

Geometry as ORCA input:
```
! RIJCOSX wB97M-V def2-TZVPD def2/J DEFGRID3
* xyz 0 1
S 2.174 1.638 -0.236
O 3.338 2.868 -0.053
I -3.827 0.276 0.358
P -2.116 -1.114 -0.781
H 2.705 1.145 -1.245
H 2.898 3.301 0.715
C -1.710 -2.334 0.307
H -2.212 -2.638 1.132
H -1.249 -3.142 -0.196
*
```

Most stable: (w) (next structure +1.762 eV)

(w)
Entry from the OMol25 dataset: the molecule C2H3OPS2 (ωB97M-V with the def2-TZVPD basis set).

## Properties
HOMO level = -8.913 eV
E_LUMO = -0.16 eV

Geometry as ORCA input:
```
! RIJCOSX wB97M-V def2-TZVPD def2/J DEFGRID3
* xyz 0 1
C -0.125 -0.067 -0.952
S -0.202 1.148 1.970
P -1.561 -0.878 -1.089
H -0.446 -2.318 0.295
S 1.543 1.345 0.849
H 1.927 0.677 -1.183
O -1.243 -2.275 -0.295
H -0.903 1.862 1.104
C 1.009 0.507 -0.699
*
```

(x)
Entry from the OMol25 dataset: the molecule C2H3OPS2 (ωB97M-V with the def2-TZVPD basis set).

## Properties
HOMO level = -9.383 eV
E_LUMO = 0.48 eV

Geometry as ORCA input:
```
! RIJCOSX wB97M-V def2-TZVPD def2/J DEFGRID3
* xyz 0 1
C 2.278 -0.916 -0.538
H 3.187 -1.425 -0.627
C 1.205 -0.487 -0.217
P -0.567 -0.105 0.145
H -1.513 1.858 -1.340
S -1.877 -1.287 -0.689
S -0.516 1.930 -0.450
O -0.685 0.007 1.738
H -1.511 0.425 1.977
*
```

Most stable: (x) (next structure +1.186 eV)

(w)
Entry from the OMol25 dataset: the molecule C17H18O5 (ωB97M-V with the def2-TZVPD basis set).

## Properties
HOMO level = -8.561 eV
E_LUMO = 0.22 eV

Geometry as ORCA input:
```
! RIJCOSX wB97M-V def2-TZVPD def2/J DEFGRID3
* xyz 0 1
C -4.816 -0.663 2.747
H 1.220 2.377 -1.666
C 5.870 -1.022 -0.557
C -1.292 -1.563 0.027
H 6.381 -1.654 0.197
O 3.775 -1.743 -2.220
C -4.136 0.474 2.335
H 1.083 2.390 -3.550
C -0.455 -0.752 0.863
H 2.872 0.908 -0.526
O -5.013 2.165 3.740
C 1.155 1.778 -2.614
H 1.308 0.477 1.045
H -0.642 -0.523 1.880
C -3.276 -1.233 1.197
H -2.799 3.443 3.133
C 0.620 -1.614 -1.484
H 0.994 -2.051 -2.421
H -5.743 -0.700 3.337
H 0.354 0.994 -2.724
H 3.270 1.471 -2.852
C 3.687 -0.932 -1.315
H 2.268 0.052 -3.375
H -4.254 3.765 1.969
C 2.400 0.901 -2.654
O -3.128 0.080 1.451
C -0.587 -2.069 -1.049
H -0.971 -2.802 -1.754
O 4.478 -0.877 -0.341
C -4.314 1.862 2.780
O -2.499 -2.106 0.462
C 1.292 -0.590 -0.833
H -2.765 2.729 1.395
C -3.441 3.046 2.299
C 0.733 -0.185 0.342
H 6.029 -1.394 -1.634
C -4.144 -1.772 2.046
H -4.448 -2.810 2.044
C 2.585 0.168 -1.284
H 6.349 -0.024 -0.435
*
```

(x)
Entry from the OMol25 dataset: the molecule C17H18O5 (ωB97M-V with the def2-TZVPD basis set).

## Properties
HOMO level = -8.282 eV
E_LUMO = 0.63 eV

Geometry as ORCA input:
```
! RIJCOSX wB97M-V def2-TZVPD def2/J DEFGRID3
* xyz 0 1
H -1.564 3.124 2.950
C 3.604 -1.885 0.417
H 3.527 -1.027 2.351
H -2.244 2.263 1.549
H 2.022 -1.243 -0.808
C -0.786 -1.934 1.352
H -3.996 2.295 -0.575
H -2.308 1.516 3.166
C -3.102 1.833 -0.941
H -1.542 -2.666 1.107
C 1.514 -1.370 1.724
C 1.887 0.262 -3.557
C -0.223 0.319 1.975
O -2.546 -0.316 1.594
C 3.036 -1.600 -0.739
C 0.539 -2.307 1.398
C 1.117 -0.078 2.006
O -1.497 0.324 -1.278
O 0.702 0.323 -2.778
H 0.821 -3.326 1.181
H -4.229 -0.295 0.504
O 0.318 2.418 -3.511
H -2.178 3.347 -2.294
H 1.842 0.678 2.265
H 3.062 -2.725 2.281
C -2.649 0.574 -0.637
O -0.418 1.623 2.311
C -1.190 -0.632 1.629
C -2.164 2.381 -1.834
C -1.197 1.419 -2.008
C 0.007 1.464 -2.840
H 2.057 -0.788 -3.784
C -1.714 2.143 2.498
H 2.726 0.665 -2.986
C -3.163 -0.451 0.324
H 1.765 0.843 -4.473
H 3.571 -1.716 -1.666
H -2.998 -1.453 -0.090
H 4.627 -2.240 0.447
C 2.962 -1.762 1.770
*
```

Most stable: (x) (next structure +1.390 eV)